# 1
DFT (ωB97M-V/def2-TZVPD) results for a 2-piece molecular cluster, C2H5I2NO overall in a non-equilibrium geometry.

## Properties
* HOMO (spin up / spin down): -8.3 / -8.9 eV
* frontier orbital gap (spin up / spin down): 7.0 / 7.9 eV
* energy: -804.39785 a.u.
* energy above the lowest of the compared OMol25 structures with the same formula, charge and spin: 41.8 kJ/mol

XYZ file:
```
11
C2H5I2NO ωB97M-V/def2-TZVPD
C 0.512 -0.386 -0.699
C 0.986 0.590 0.265
N -1.795 -1.206 -0.164
O 0.916 1.900 -0.186
I -1.447 -2.824 1.008
I -2.538 0.440 0.704
H 0.406 -0.086 -1.654
H 0.639 -1.354 -0.573
H 1.910 0.339 0.607
H 0.396 0.534 1.237
H 0.016 2.055 -0.544
```

---

# 2
DFT (ωB97M-V/def2-TZVPD) results for C32H26F6MnN2O4P2S3 as an isolated structure.

## Properties
* HOMO (spin up / spin down): -7.5 / -7.5 eV
* ⟨S²⟩: 3.773
* frontier orbital gap (spin up / spin down): 7.7 / 7.6 eV
* 2S+1: 4
* energy: -5272.95712 a.u.
* energy above the lowest of the compared OMol25 structures with the same formula, charge and spin: 0.0 kJ/mol

XYZ file:
```
76
C32H26F6MnN2O4P2S3 ωB97M-V/def2-TZVPD
Mn 2.133 0.268 -0.433
C 0.801 -0.739 -3.397
P 0.574 -2.093 -2.222
C -1.047 -1.984 -1.454
C -1.229 -2.596 -0.216
C -2.485 -2.604 0.371
C -3.555 -2.002 -0.276
C -3.372 -1.386 -1.506
C -2.118 -1.371 -2.098
C 0.574 -3.635 -3.169
C 1.489 -4.649 -2.916
C 1.433 -5.831 -3.644
C 0.471 -5.998 -4.627
C -0.444 -4.984 -4.887
C -0.396 -3.808 -4.159
C 0.335 0.531 -2.766
C -0.491 1.505 -3.262
C -0.791 2.373 -2.173
C -0.139 1.867 -1.078
C -0.269 2.232 0.365
P -1.693 1.253 1.064
C -1.062 0.026 2.306
C -2.078 -0.464 3.141
C -1.875 -1.450 4.087
C -0.609 -2.004 4.229
C 0.414 -1.552 3.421
C 0.185 -0.560 2.471
C -2.373 2.479 2.255
C -1.590 3.096 3.234
C -2.143 4.027 4.096
C -3.492 4.356 3.993
C -4.278 3.753 3.024
C -3.717 2.818 2.159
N 0.549 0.732 -1.421
H 0.255 -0.950 -4.318
H 1.870 -0.771 -3.631
H -0.386 -3.043 0.297
H -2.620 -3.066 1.341
H -4.533 -1.997 0.188
H -4.200 -0.892 -1.997
H -1.974 -0.848 -3.036
H 2.248 -4.512 -2.156
H 2.148 -6.619 -3.445
H 0.431 -6.919 -5.194
H -1.195 -5.112 -5.655
H -1.124 -3.030 -4.354
H -0.846 1.586 -4.279
H -1.425 3.247 -2.192
H -0.532 3.284 0.466
H 0.650 2.083 0.935
H -3.071 -0.038 3.039
H -2.695 -1.781 4.710
H -0.416 -2.773 4.964
H 1.413 -1.967 3.525
H 2.044 -0.652 2.070
H -0.540 2.839 3.326
H -1.526 4.497 4.851
H -3.924 5.083 4.667
H -5.326 4.009 2.939
H -4.328 2.351 1.395
F 5.834 1.084 0.944
C 4.729 0.714 1.551
F 3.989 -0.019 0.569
F 4.986 -0.190 2.479
S 3.704 2.132 2.292
O 1.287 -0.165 1.712
O 4.453 2.355 3.526
N 4.111 3.298 1.234
S 3.211 3.471 -0.026
O 2.897 2.173 -0.655
O 2.129 4.398 0.066
C 4.411 4.179 -1.219
F 3.770 4.442 -2.353
F 5.392 3.320 -1.469
F 4.923 5.301 -0.733
S 2.065 -2.111 -0.884
```

---

- Which formula does entry 2 have?
  C32H26F6MnN2O4P2S3